C4H3F2N | the ωB97M-V functional and the def2-TZVPD basis

Values from the calculation:
Frontier orbital gap (alpha / beta) = 0.252 / 0.262 hartree
ΔE to the lowest compared entry with this formula, charge and spin = 575.6 kJ/mol
E_tot = -11114.9385 eV

Structure (ORCA input):
```
! RIJCOSX wB97M-V def2-TZVPD def2/J DEFGRID3
* xyz 0 1
C -0.468 0.928 1.488
C -0.265 0.305 0.338
C 2.042 -0.369 0.135
C -1.158 0.029 -0.744
N -0.258 1.262 2.585
F 2.062 -0.413 -1.206
F 2.113 -1.598 0.564
H -0.867 -0.946 -1.299
H -1.034 0.801 -1.409
H -2.167 0.001 -0.452
*
```

These are the Löwdin partial charges, in e, on atoms 1 to 2: -0.27 -0.06

C14H25CeNO4P2S | the ωB97M-V functional and the def2-TZVPD basis

Values from the calculation:
Frontier orbital gap (alpha / beta) = 0.269 / 0.267 hartree
⟨S²⟩ = 0.75
E_tot = -66935.9808 eV

Structure (ORCA input):
```
! RIJCOSX wB97M-V def2-TZVPD def2/J DEFGRID3
* xyz 1 2
Ce -2.483 -1.461 0.015
H 0.732 0.244 -1.834
H 1.053 -0.310 -2.239
P -2.372 0.435 -2.474
P 0.113 -3.042 0.288
C -0.052 -3.426 2.077
H 0.444 -4.387 2.276
H 0.414 -2.620 2.662
H -1.116 -3.505 2.345
C -0.317 -4.676 -0.433
H -0.109 -4.651 -1.511
H 0.247 -5.487 0.045
H -1.387 -4.875 -0.290
C 1.939 -3.066 0.126
H 2.361 -2.232 0.705
H 2.362 -4.011 0.505
H 2.212 -2.946 -0.934
C -3.565 -0.438 -3.584
H -4.030 0.260 -4.295
H -3.017 -1.214 -4.135
H -4.359 -0.916 -2.995
C -3.459 1.808 -1.894
H -2.829 2.559 -1.397
H -3.975 2.270 -2.748
H -4.209 1.431 -1.186
C -1.470 1.413 -3.755
H -0.898 0.739 -4.408
H -2.162 1.995 -4.386
H -0.768 2.101 -3.262
C -0.819 0.333 0.715
O -1.424 -0.380 1.638
H -1.652 -2.111 -1.623
O 0.748 2.220 -0.714
C 0.894 2.013 0.501
N 0.162 1.092 1.242
S 1.157 0.458 2.741
O 0.215 0.319 3.807
O 1.926 -0.656 2.239
C 2.013 1.997 2.673
C 2.887 2.434 3.678
C 3.533 3.659 3.477
C 3.336 4.353 2.275
C 2.523 3.874 1.251
C 1.828 2.665 1.463
H 3.088 1.859 4.589
H 4.157 4.081 4.254
H 3.779 5.342 2.161
H 2.348 4.458 0.351
*
```

These are the Löwdin partial charges, in e, on atoms 1 to 2: 1.00 0.03